[1]
72
Properties=species:S:1:pos:R:3:forces:R:3 method="wB97M-V/def2-TZVPD" charge=-1 energy_ev=-30355.6124 gap_ev=6.744 mol_weight_g_mol=355.4
C -4.501 0.680 0.924 -0.416 0.521 1.126
C -4.350 0.945 -0.359 0.228 -0.901 -0.938
C -3.644 -0.016 -1.245 0.402 0.949 -0.466
B -1.993 0.168 -1.143 -0.358 -0.217 -0.363
C -1.163 -0.736 -2.236 0.139 0.540 0.268
C 0.306 -0.244 -2.326 -0.609 -1.003 0.550
C 1.345 -1.375 -2.242 0.129 0.309 -0.584
C 2.614 -1.235 -3.121 -0.171 -0.055 0.601
C 3.030 0.188 -3.450 0.851 -0.219 -0.025
C 3.475 0.969 -2.198 -0.776 -0.102 -0.529
C 2.835 2.348 -2.099 0.573 -0.335 -0.040
C 3.440 3.171 -0.968 -0.794 -0.279 0.120
C 3.174 2.560 0.422 0.449 0.140 -0.508
C 4.329 1.735 0.976 -0.531 0.388 0.430
H -3.782 0.040 1.405 -0.345 -0.855 0.175
H -5.319 1.120 1.480 0.312 0.592 0.515
H -4.756 1.843 -0.798 -0.614 0.100 -0.198
H -3.963 -1.027 -1.006 0.013 -0.226 0.104
H -3.993 0.209 -2.257 0.172 -0.170 -0.268
H -1.749 1.362 -1.327 0.099 0.143 0.031
H -1.688 -0.179 -0.012 0.250 0.148 0.121
H -1.195 -1.786 -1.939 0.022 -0.218 -0.035
H -1.587 -0.662 -3.239 -0.256 -0.145 -0.174
H 0.386 0.341 -3.233 0.288 0.271 -0.115
H 0.442 0.383 -1.452 0.261 0.556 -0.027
H 1.663 -1.488 -1.208 -0.067 -0.016 0.226
H 0.841 -2.298 -2.504 0.003 -0.336 -0.076
H 3.436 -1.657 -2.542 0.255 -0.208 -0.030
H 2.545 -1.852 -4.012 -0.190 0.065 -0.329
H 2.294 0.724 -4.031 -0.421 0.160 0.030
H 3.899 0.113 -4.103 0.121 0.042 -0.257
H 4.557 1.037 -2.203 0.336 0.118 0.171
H 3.178 0.385 -1.336 0.048 -0.120 0.385
H 2.968 2.843 -3.059 0.055 0.280 -0.135
H 1.769 2.198 -1.971 -0.273 0.159 0.130
H 2.972 4.150 -0.962 0.128 0.382 -0.214
H 4.504 3.269 -1.158 0.305 0.238 0.093
H 2.261 1.977 0.336 -0.178 -0.191 0.255
H 2.985 3.365 1.125 -0.146 0.138 0.140
H 5.242 2.317 0.940 0.363 0.027 -0.213
H 4.141 1.563 2.032 0.006 -0.347 0.217
H 4.451 0.789 0.475 0.190 -0.283 -0.184
C -1.500 -1.620 3.894 -0.083 0.389 -0.051
O -1.444 -0.759 2.764 0.032 -0.131 0.242
H -1.548 -2.645 3.528 -0.018 0.007 -0.044
H -0.609 -1.495 4.508 -0.044 -0.168 0.175
H -2.390 -1.418 4.501 -0.022 -0.121 0.018
H -1.395 0.146 3.094 -0.024 -0.044 -0.231
C -7.454 -0.385 -2.208 0.175 0.056 0.277
O -7.733 -0.175 -0.831 -0.057 -0.053 -0.045
H -8.397 -0.437 -2.750 -0.060 0.009 0.089
H -6.861 0.442 -2.605 0.043 -0.090 -0.142
H -6.911 -1.324 -2.345 0.035 0.039 -0.176
H -6.879 -0.132 -0.379 0.018 0.082 0.047
C -5.033 3.276 3.880 0.186 -0.107 -0.231
O -3.788 3.230 3.204 -0.123 0.035 0.082
H -4.906 3.884 4.774 0.021 0.012 0.008
H -5.804 3.729 3.250 -0.090 -0.012 0.085
H -5.354 2.273 4.177 -0.106 0.038 0.047
H -3.913 2.687 2.414 0.159 -0.072 -0.088
C 5.214 -4.321 -0.865 0.295 0.275 -0.125
O 5.557 -2.980 -0.531 0.016 -0.074 0.025
H 4.367 -4.620 -0.254 -0.017 0.080 0.028
H 4.938 -4.391 -1.920 -0.068 -0.152 0.026
H 6.059 -4.985 -0.659 -0.111 -0.158 -0.039
H 6.306 -2.729 -1.083 -0.141 0.060 0.085
C 2.552 -2.435 4.919 -0.133 0.107 -0.256
O 1.668 -1.415 4.476 0.226 -0.094 -0.029
H 2.723 -2.288 5.983 -0.021 0.032 0.013
H 2.113 -3.425 4.763 0.082 -0.053 0.059
H 3.509 -2.377 4.393 0.049 -0.081 0.065
H 1.515 -1.547 3.532 -0.076 0.145 0.103



[2]
109
Properties=species:S:1:pos:R:3:forces:R:3 method="wB97M-V/def2-TZVPD" charge=-2 energy_ev=-208755.9188 gap_ev="4.444 / 3.546" mol_weight_g_mol=1106.5 spin_multiplicity=7
Li 4.601 1.498 -3.975 -1.319 -0.882 0.097
Li 3.847 0.484 -6.677 -0.599 -0.594 0.705
Li 2.651 3.237 -4.920 -0.289 -1.419 -0.300
Fe 7.336 1.835 -7.523 0.199 0.150 2.195
P 8.837 0.872 -8.976 0.092 -3.105 -3.899
O 9.220 0.270 -10.297 2.410 0.006 2.362
O 8.263 0.215 -7.717 2.923 -4.719 1.613
O 7.423 1.347 -9.304 -5.960 1.511 -5.008
O 9.018 2.272 -8.415 4.058 3.184 -0.224
P 5.667 2.507 -6.180 -3.301 0.016 1.065
O 6.972 2.005 -5.693 5.110 0.229 7.860
O 6.340 3.325 -7.293 -2.657 5.862 -1.936
O 4.518 2.980 -5.249 2.910 0.035 -1.752
O 5.548 1.172 -6.926 -4.930 -2.155 -2.860
P 2.382 0.589 -4.676 -1.253 -4.105 0.667
O 1.342 -0.518 -4.422 0.449 1.960 0.855
O 3.775 -0.175 -4.792 1.109 2.010 0.343
O 2.570 1.802 -3.662 0.327 -0.104 -0.287
O 2.165 1.172 -6.068 0.289 2.094 -1.749
O 6.236 2.927 -0.609 3.229 1.297 -0.765
S 7.459 3.552 -1.170 -0.949 -0.075 -0.199
O 7.676 5.007 -1.080 -0.220 -2.400 0.500
O 8.816 2.712 -0.607 -1.180 1.377 -0.322
C 10.084 3.256 -1.078 0.393 1.401 1.254
C 11.166 2.712 -0.154 -0.316 -1.250 -0.343
C 7.640 3.116 -2.893 -0.341 -0.786 0.341
H 10.183 4.318 -0.855 -0.967 0.362 -0.359
H 10.189 3.150 -2.157 0.269 -0.555 0.163
H 10.844 2.797 0.884 -0.347 -0.140 -0.083
H 12.127 3.227 -0.160 -0.093 0.058 -0.702
H 11.276 1.661 -0.421 0.495 -0.141 0.452
H 6.679 3.079 -3.405 0.081 0.977 0.034
H 7.914 2.063 -2.951 0.467 0.090 0.174
H 8.408 3.768 -3.310 -0.414 -0.144 -0.298
O 6.338 7.023 -8.930 1.132 0.471 0.851
S 7.759 7.251 -8.757 0.991 -1.335 -1.378
O 8.461 7.885 -9.862 -0.539 -0.273 0.800
O 8.138 8.115 -7.437 -0.213 -1.086 -0.771
C 8.105 9.530 -7.583 -0.572 1.557 0.837
C 8.564 10.033 -6.183 -0.530 -0.523 -0.225
C 8.673 5.676 -8.358 -0.572 0.987 0.130
H 7.073 9.812 -7.794 -0.240 0.121 0.318
H 8.625 9.942 -8.448 0.745 -0.598 0.163
H 8.794 11.080 -5.990 0.046 0.109 -0.846
H 9.422 9.434 -5.881 -0.007 0.055 0.043
H 7.739 9.824 -5.502 0.119 -0.274 0.153
H 9.625 6.017 -7.951 -0.111 -0.106 0.053
H 8.841 5.094 -9.264 -0.238 0.428 -0.233
H 8.118 5.033 -7.675 -0.155 0.315 0.177
O 3.133 2.417 -12.442 2.434 0.555 -0.030
S 4.463 2.633 -11.841 -0.521 -1.612 1.392
O 5.540 1.597 -11.942 -2.677 3.471 -0.458
O 5.068 4.164 -12.276 -0.551 -2.381 0.541
C 4.206 5.303 -12.295 0.114 1.992 -0.266
C 5.195 6.501 -12.241 -0.029 -0.318 -0.647
C 4.080 2.916 -10.084 0.750 0.589 0.254
H 3.552 5.496 -11.445 0.044 -1.016 0.433
H 3.544 5.319 -13.160 0.277 -0.289 -0.274
H 4.834 7.510 -12.438 -1.061 -0.107 0.550
H 5.906 6.476 -13.066 0.544 -0.765 0.306
H 5.641 6.459 -11.247 0.410 0.231 -0.323
H 5.000 3.141 -9.545 0.201 0.085 -0.207
H 3.625 2.101 -9.520 0.002 -0.534 -0.844
H 3.399 3.760 -9.966 0.105 -0.015 -0.454
O 9.827 2.742 -5.584 1.896 -0.872 -0.242
S 11.251 2.445 -5.710 -1.235 1.692 0.910
O 12.162 3.287 -4.948 -0.531 -1.110 -0.821
O 11.578 0.940 -5.213 -0.688 0.627 -0.399
C 10.698 -0.137 -5.631 -0.952 -1.731 0.869
C 10.734 -1.385 -4.681 1.563 0.357 -1.378
C 11.755 2.528 -7.443 0.572 -0.492 0.148
H 11.037 -0.500 -6.601 0.024 0.224 -0.063
H 9.626 0.056 -5.687 0.244 1.253 -0.299
H 10.183 -1.445 -3.743 0.018 0.639 -0.194
H 11.794 -1.608 -4.554 0.097 -0.100 0.648
H 10.424 -2.197 -5.340 -0.451 -0.093 0.127
H 11.376 3.376 -8.013 -0.443 0.058 0.695
H 11.446 1.635 -7.986 0.122 -0.023 0.231
H 12.840 2.624 -7.404 0.010 -0.276 0.000
O 4.839 -2.770 -7.115 0.854 -0.708 0.092
S 5.444 -3.121 -5.868 -0.476 -0.006 2.689
O 4.716 -2.833 -4.635 1.745 -1.209 -1.928
O 5.814 -4.796 -5.905 -0.781 2.704 -2.670
C 5.836 -5.479 -4.737 2.386 -1.526 2.202
C 6.374 -6.927 -5.043 -2.226 0.709 -0.637
C 7.124 -2.382 -5.738 -1.023 0.806 -0.633
H 4.890 -5.458 -4.196 -0.074 -0.259 -0.128
H 6.608 -5.083 -4.078 -0.082 0.655 0.419
H 7.112 -7.014 -5.841 0.347 0.571 0.376
H 5.466 -7.307 -5.511 0.085 -1.072 0.083
H 6.645 -7.492 -4.151 -0.087 0.122 -0.078
H 7.582 -2.387 -4.749 -0.378 -0.543 -0.040
H 6.836 -1.352 -5.947 -0.046 0.363 0.190
H 7.818 -2.588 -6.553 -0.276 -0.670 0.063
O 1.472 4.540 -6.611 -0.188 1.679 -1.832
S 2.044 5.533 -7.536 3.481 -0.959 0.828
O 2.191 5.357 -8.992 -1.539 0.564 2.754
O 1.550 7.031 -7.197 -0.855 -1.058 -1.426
C 1.008 7.321 -5.903 0.136 -0.585 -0.702
C 0.425 8.698 -6.002 -0.064 -0.179 1.421
C 3.718 5.822 -6.901 -0.303 -0.145 -1.053
H 1.837 7.263 -5.197 -0.077 0.229 0.260
H 0.279 6.569 -5.605 -0.041 -0.033 -0.261
H -0.237 8.916 -6.840 0.332 -0.332 -0.098
H 1.232 9.421 -5.883 -0.323 0.261 -0.225
H -0.184 8.663 -5.099 -0.226 0.947 0.170
H 4.139 6.613 -7.522 -0.027 0.056 0.090
H 4.327 4.934 -7.067 -0.113 -0.065 0.283
H 3.662 6.133 -5.858 0.018 -0.249 -0.073



> The highest charge belongs to which entry?

C18H48BO5



> Look up the charge of the second one.

-2



> Among the records above, which one has the highest charge?

C18H48BO5



> Among the records above, which one has the lowest charge?

C18H48FeLi3O30P3S6